# 1
The following is a DFT calculation (ωB97M-V with the def2-TZVPD basis set) of C23H33BN9SSeSi2Ti as an isolated structure.

Each line ends with the Löwdin spin population.
Cartesian coordinates (Å):
Ti1 0.18 -0.29 -0.87  0.96
C1 -2.59 -3.64 -0.93  0.00
C2 -1.32 -3.10 -1.09  0.01
N1 -1.32 -1.81 -0.75  0.01
N2 -2.57 -1.50 -0.36  0.00
C3 -3.35 -2.59 -0.46  0.00
B1 -2.96 -0.08 0.16  0.00
N3 -2.72 0.96 -0.96  0.00
C4 -3.50 1.89 -1.52  0.00
C5 -2.73 2.65 -2.38  0.00
C6 -1.45 2.09 -2.28  0.01
N4 -1.45 1.08 -1.42  0.01
N5 -2.00 0.31 1.32  0.00
C7 -2.26 0.92 2.49  0.00
C8 -1.05 1.20 3.10  0.00
C9 -0.09 0.72 2.22  0.00
N6 -0.67 0.20 1.14  0.00
N7 -4.39 -0.14 0.66  0.00
C10 -4.81 -0.77 1.79  0.00
C11 -6.18 -0.86 1.74  0.00
C12 -6.51 -0.27 0.51  0.00
N8 -5.44 0.14 -0.14  0.00
H1 -2.91 -4.64 -1.13  0.00
H2 -0.41 -3.55 -1.46  0.00
H3 -4.40 -2.54 -0.20  0.00
H4 -4.55 1.93 -1.29  0.00
H5 -3.05 3.46 -3.00  0.00
H6 -0.54 2.34 -2.81  0.00
H7 -3.27 1.13 2.80  0.00
H8 -0.90 1.67 4.06  0.00
H9 0.99 0.72 2.30  0.00
H10 -4.11 -1.12 2.53  0.00
H11 -6.83 -1.29 2.47  0.00
H12 -7.49 -0.13 0.07  0.00
C13 4.79 -1.30 2.72  0.00
Si1 5.33 -0.72 1.02  0.00
C14 6.97 0.18 1.16  0.00
C15 5.55 -2.16 -0.15  0.00
C16 4.07 0.52 0.36  0.00
C17 4.41 1.84 0.10  0.00
C18 3.48 2.76 -0.39  0.00
C19 2.20 2.31 -0.63  0.00
N9 1.85 1.05 -0.41  0.00
C20 2.74 0.16 0.07  0.01
S1 2.06 -1.44 0.27  -0.01
H13 5.51 -2.01 3.13  0.00
H14 3.82 -1.79 2.66  0.00
H15 4.71 -0.46 3.41  0.00
H16 7.73 -0.51 1.53  0.00
H17 6.93 1.02 1.86  0.00
H18 7.31 0.55 0.19  0.00
H19 6.40 -2.77 0.17  0.00
H20 5.75 -1.81 -1.17  0.00
H21 4.66 -2.79 -0.18  0.00
H22 5.42 2.18 0.30  0.00
H23 3.75 3.79 -0.58  0.00
H24 1.43 2.97 -1.02  0.00
C21 -0.44 -2.26 -5.76  0.00
Si2 -0.81 -0.78 -4.68  0.00
C22 -2.49 -1.03 -3.89  0.00
C23 -0.89 0.75 -5.77  0.00
Se1 0.93 -0.58 -3.24  -0.02
H25 -1.20 -2.39 -6.53  0.00
H26 -0.40 -3.17 -5.16  0.00
H27 0.53 -2.15 -6.25  0.00
H28 -3.23 -1.15 -4.68  0.00
H29 -2.79 -0.17 -3.28  0.00
H30 -2.52 -1.92 -3.26  0.00
H31 -1.62 0.60 -6.57  0.00
H32 0.08 0.95 -6.23  0.00
H33 -1.19 1.63 -5.20  0.00

LUMO level (alpha / beta) = 0.0005 / 0.0084 Ha
HOMO (alpha / beta) = -7.663 / -7.693 eV
<S²> = 0.754
HOMO-LUMO gap (alpha / beta) = 7.677 / 7.921 eV
Energy relative to the best compared isomer or geometry (same formula, charge and spin) = 0.0 kJ/mol
Multiplicity = 2
Charge = 0

---

# 2
The following is a DFT calculation (ωB97M-V with the def2-TZVPD basis set) of C23H33BrClN5SSm as an isolated structure.

Each line ends with the Löwdin spin population.
Cartesian coordinates (Å):
Sm1 0.02 -0.16 0.35  5.07
C1 6.92 2.34 -1.21  0.00
C2 6.65 1.51 0.04  0.00
C3 7.57 0.29 0.04  0.00
C4 6.96 2.35 1.29  0.00
C5 5.18 1.11 0.06  0.00
C6 4.74 -0.20 0.07  0.00
C7 3.39 -0.48 0.12  0.00
N1 2.45 0.48 0.12  -0.01
C8 2.85 1.76 0.10  0.00
C9 4.19 2.10 0.07  0.00
C10 1.76 2.80 0.10  0.00
C11 2.03 4.15 0.03  0.00
C12 0.99 5.08 0.01  0.00
C13 -0.30 4.58 0.09  0.00
C14 -0.50 3.21 0.16  0.00
N2 0.50 2.33 0.15  -0.01
C15 1.31 6.57 -0.10  0.00
C16 0.04 7.41 -0.14  0.00
C17 2.10 6.81 -1.39  0.00
C18 2.15 6.99 1.10  0.00
H1 7.97 2.64 -1.24  0.00
H2 6.33 3.26 -1.23  0.00
H3 6.70 1.79 -2.12  0.00
H4 8.61 0.61 0.01  0.00
H5 7.41 -0.35 -0.84  0.00
H6 7.44 -0.33 0.93  0.00
H7 8.01 2.64 1.29  0.00
H8 6.76 1.79 2.21  0.00
H9 6.37 3.26 1.32  0.00
H10 5.44 -1.03 0.06  0.00
H11 3.03 -1.50 0.14  0.00
H12 4.49 3.14 0.05  0.00
H13 3.05 4.50 -0.02  0.00
H14 -1.17 5.22 0.09  0.00
H15 -1.50 2.79 0.21  0.00
H16 -0.60 7.16 -0.99  0.00
H17 0.30 8.47 -0.24  0.00
H18 -0.55 7.31 0.78  0.00
H19 1.53 6.51 -2.27  0.00
H20 3.04 6.26 -1.40  0.00
H21 2.33 7.87 -1.49  0.00
H22 1.62 6.84 2.05  0.00
H23 2.39 8.05 1.02  0.00
H24 3.10 6.45 1.16  0.00
Br1 -2.66 0.19 0.01  -0.02
Cl1 0.91 -2.78 1.13  -0.01
C19 0.17 -2.43 -0.53  -0.03
H25 -0.76 -3.00 -0.55  0.00
H26 0.87 -2.84 -1.26  0.00
C20 3.07 -0.45 5.11  0.00
C21 2.13 0.72 4.86  0.00
C22 0.84 0.28 4.24  0.00
N3 0.62 0.26 2.97  0.00
N4 -0.62 -0.27 2.65  -0.01
C23 -1.33 -0.62 3.69  0.00
N5 -2.56 -1.14 3.57  0.00
S1 -0.50 -0.34 5.17  0.00
H27 4.01 -0.10 5.54  0.00
H28 3.29 -0.97 4.17  0.00
H29 2.64 -1.17 5.80  0.00
H30 2.56 1.44 4.16  0.00
H31 1.93 1.27 5.78  0.00
H32 -3.01 -1.02 2.67  0.00
H33 -3.14 -1.28 4.37  0.00

LUMO level (alpha / beta) = -0.1130 / -0.1121 Ha
HOMO (alpha / beta) = -11.131 / -11.132 eV
<S²> = 8.764
HOMO-LUMO gap (alpha / beta) = 8.056 / 8.082 eV
Multiplicity = 6
Charge = +1

---

no.,E_tot (Eh),maximum force (eV Å⁻¹)
1,-5642.32059,0.1
2,-5260.30899,0.7